Record 1
18
Properties=species:S:1:pos:R:3:forces:R:3:mulliken_charge:R:1 method="wB97M-V/def2-TZVPD" gap_ev=8.90 total_charge=+1
C 2.4046 -1.2615 -0.0577 -0.14 0.01 -0.03 -0.87
C 1.6821 -0.2423 -0.5129 0.15 -0.24 -0.07 0.09
C -2.0205 -0.8972 0.1549 0.14 -0.45 0.14 0.23
C 0.7163 1.9893 -0.1805 -0.09 0.08 0.14 -1.11
C 1.4110 0.9472 0.2677 -0.12 0.15 0.17 0.03
N -2.4850 -0.2130 -0.8537 -0.08 0.45 -0.27 -0.30
N -1.4083 -0.3673 1.1751 -0.11 0.17 0.15 -0.27
H 2.6195 -2.1276 -0.6584 0.01 -0.13 -0.17 0.29
H 2.8187 -1.2581 0.9381 0.08 0.07 0.19 0.25
H 1.2924 -0.2502 -1.5211 -0.03 -0.08 -0.22 0.32
H 0.5549 2.8717 0.4159 0.04 0.14 0.14 0.34
H 0.3337 2.0163 -1.1871 -0.05 -0.04 -0.31 0.34
H -2.1478 -1.9793 0.1373 0.02 0.23 0.02 0.36
H 1.8187 0.9587 1.2703 0.08 0.08 0.15 0.35
H -2.9341 -0.6662 -1.6360 0.03 -0.04 0.13 0.25
H -2.4006 0.7979 -0.8896 0.00 -0.21 -0.04 0.24
H -1.0548 -0.9458 1.9225 -0.03 -0.01 -0.09 0.25
H -1.2010 0.6273 1.2152 0.11 -0.20 -0.04 0.23

=====

Record 2
22
Properties=species:S:1:pos:R:3:forces:R:3:mulliken_spin:R:1 method="wB97M-V/def2-TZVPD" multiplicity=2 gap_ev="3.69 / 10.51" s2=0.750
O -2.0674 0.9414 0.7083 -0.41 -3.19 5.32 -0.04
C -0.8152 1.0154 1.2626 0.00 -3.43 0.87 0.26
C 0.3465 0.8749 0.2454 0.06 0.11 1.82 0.48
N 0.0253 0.1315 -1.0103 0.19 -1.11 1.23 -0.43
C 1.1402 -0.9268 -1.1584 -2.29 -2.57 1.40 0.60
C 2.0195 -1.0093 0.1696 -3.64 0.46 -0.01 0.04
C 1.5271 0.1290 0.9932 -2.72 2.00 0.17 0.05
H -2.2088 1.4255 -0.0088 -0.59 3.48 -4.83 -0.04
H -0.8014 1.8746 1.8639 1.02 1.57 0.78 0.21
H -0.7616 0.0926 2.0776 -0.26 2.12 -2.09 0.01
H 0.6544 1.9022 0.0357 0.01 -0.22 -0.72 0.24
H -1.0058 -0.2886 -1.0780 1.54 0.67 0.48 0.23
H 0.0283 0.8020 -1.8017 0.24 0.47 -0.70 -0.39
H 1.6588 -0.7310 -2.0608 0.81 0.37 -0.67 -0.28
H 0.5270 -1.8760 -1.3211 1.14 0.99 0.14 0.18
H 2.9826 -0.8841 -0.0280 4.22 0.66 -1.44 -0.01
H 2.0341 -1.8312 0.8867 -0.82 -0.88 -1.02 -0.04
H 0.9811 -0.2005 1.8824 0.92 -0.24 0.12 0.05
H 2.1513 0.9648 1.2555 1.10 -0.23 0.24 -0.03
H -3.2398 -0.4071 -1.5561 -2.49 -0.04 -1.58 0.04
H -2.6348 -1.3827 -0.3580 -0.67 1.31 -1.27 0.09
O -2.5417 -0.6168 -0.9999 2.65 -2.28 1.74 -0.20

=====

Record 3
70
Properties=species:S:1:pos:R:3:forces:R:3:mulliken_spin:R:1 method="wB97M-V/def2-TZVPD" multiplicity=4 gap_ev="4.09 / 8.56" s2=3.752
Ti 9.2878 -14.0314 3.0871 0.35 -0.25 0.14 2.72
Cl 8.1925 -11.5415 3.6334 0.08 -0.68 -0.10 0.00
C 12.8774 -14.4201 3.4297 0.63 -0.33 0.51 0.07
C 12.2067 -15.0887 4.6273 -1.22 0.88 -0.36 0.02
C 13.1222 -15.3034 5.8299 0.16 -0.14 -0.78 0.01
O 13.4581 -14.0989 6.4649 -0.38 0.47 -0.08 0.00
C 14.2092 -14.3000 7.6377 0.12 -0.25 -0.10 0.00
N 10.9900 -14.2846 4.9820 0.38 -0.27 1.14 0.01
H 13.6499 -15.1310 3.1167 0.14 0.39 -0.34 0.00
H 13.3305 -13.4677 3.7153 0.17 -0.12 0.13 -0.01
H 12.2117 -14.1868 2.6012 -0.32 -0.39 0.11 -0.01
H 11.8246 -16.0670 4.3245 0.20 -0.03 -0.05 -0.04
H 14.0448 -15.7538 5.4385 -0.04 -0.41 0.29 0.00
H 12.5952 -15.9758 6.5179 0.25 -0.11 0.18 0.00
H 15.1915 -14.7272 7.4018 -0.02 -0.06 0.02 0.00
H 13.6784 -14.9865 8.3068 0.08 0.07 0.13 0.00
H 14.3666 -13.3420 8.1255 -0.14 0.06 -0.03 0.00
H 10.4549 -14.8252 5.6708 -0.08 -0.20 -0.46 0.02
H 11.3691 -13.5889 5.6378 -0.27 0.52 -0.69 0.03
C 11.8353 -13.1906 -0.3476 -0.25 0.53 0.17 -0.01
C 11.3171 -12.1025 0.6132 0.42 -0.90 0.23 0.05
C 11.0913 -10.7526 -0.0461 0.42 0.36 -0.14 0.00
O 12.3136 -10.3325 -0.6328 0.00 -0.35 -0.34 0.00
C 12.1462 -9.2107 -1.4802 0.19 0.04 1.05 0.00
N 10.1272 -12.6484 1.2858 -0.78 1.17 -0.20 -0.01
H 11.8505 -14.1464 0.1721 0.30 0.02 0.20 0.01
H 12.8208 -12.9339 -0.7333 -0.08 -0.13 -0.11 0.00
H 11.1292 -13.3347 -1.1723 0.09 0.23 -0.13 0.00
H 12.0470 -11.9206 1.4082 0.17 -0.19 -0.14 0.02
H 10.8247 -9.9960 0.7017 -0.38 -0.16 0.08 0.00
H 10.3128 -10.7819 -0.8215 -0.14 -0.18 0.07 0.00
H 11.7225 -8.3922 -0.8834 -0.19 0.09 -0.28 0.00
H 11.5002 -9.4428 -2.3292 0.07 0.07 -0.13 0.00
H 13.1469 -8.8995 -1.7694 -0.06 -0.08 -0.35 0.00
H 9.3454 -12.4756 0.6455 0.06 -0.40 0.02 0.01
H 9.8542 -12.0071 2.0443 0.12 0.10 0.10 -0.02
C 11.5618 -17.8333 1.9269 0.00 -0.09 0.10 0.01
C 10.0732 -17.4537 1.8609 1.21 -0.68 -0.38 0.01
C 9.3253 -18.0099 3.0588 0.01 1.07 0.26 0.05
O 9.5871 -19.3807 3.1546 -0.29 -0.23 -0.04 0.00
C 8.9835 -19.9348 4.2968 0.28 0.23 0.59 0.00
N 9.9348 -16.0005 1.7239 -1.05 -0.28 0.08 -0.02
H 11.7072 -18.8546 1.5756 0.03 0.01 0.11 0.00
H 11.9582 -17.7667 2.9428 -0.10 -0.02 0.02 0.00
H 12.1804 -17.1753 1.3141 -0.17 0.06 -0.13 0.00
H 9.6690 -17.9811 0.9854 -0.11 0.16 -0.05 0.01
H 8.2523 -17.7729 2.9878 -0.10 -0.33 -0.22 -0.01
H 9.6323 -17.4708 3.9716 0.29 -0.10 0.00 0.02
H 9.3968 -19.4720 5.2051 -0.03 0.07 -0.03 0.00
H 9.2204 -20.9933 4.3669 -0.12 -0.06 -0.31 0.00
H 7.9023 -19.7662 4.3199 -0.07 -0.15 -0.17 0.00
H 8.9298 -15.8782 1.5867 -0.01 0.26 0.08 -0.04
H 10.2896 -15.7258 0.8113 0.43 -0.01 0.15 0.03
C 5.0577 -14.9812 4.3101 -0.63 -0.15 -0.39 0.00
C 6.2733 -15.4132 3.5084 1.43 0.54 0.79 -0.05
C 6.3658 -14.5593 2.2392 -0.96 -0.18 -0.31 0.06
O 7.3744 -14.8975 1.2821 0.01 -0.66 0.71 -0.03
C 7.2404 -14.1995 0.0651 -0.28 0.98 0.34 0.02
N 7.4978 -15.2152 4.3337 0.54 0.35 -0.08 0.05
H 4.9196 -15.6256 5.1774 0.16 0.08 0.11 0.00
H 4.1349 -15.0622 3.7264 0.06 0.06 -0.01 0.00
H 5.1662 -13.9437 4.6278 0.02 -0.01 0.06 0.00
H 6.2323 -16.4834 3.2982 -0.08 0.05 -0.36 -0.01
H 6.5158 -13.4990 2.4764 -0.33 -0.01 0.28 0.00
H 5.3787 -14.7411 1.7862 0.11 0.45 -0.32 0.00
H 7.2441 -13.1219 0.2755 0.15 0.04 -0.09 0.00
H 6.2858 -14.3778 -0.4367 0.03 -0.45 -0.01 0.00
H 8.0859 -14.4402 -0.5719 -0.01 -0.17 -0.04 0.00
H 7.5947 -15.8847 5.0896 -0.19 -0.27 -0.26 0.01
H 7.4957 -14.3092 4.8080 -0.29 0.11 -0.25 0.02

=====

Record 4
48
Properties=species:S:1:pos:R:3:forces:R:3:mulliken_charge:R:1 method="wB97M-V/def2-TZVPD" gap_ev=6.08 total_charge=+1
O -1.9091 5.3465 -2.9513 1.74 0.06 1.24 -0.53
C -0.8380 5.0334 -2.0555 2.05 -0.41 2.55 0.13
C 0.5975 4.7585 -2.5621 -0.20 -0.21 2.40 -0.40
C 1.7921 4.4037 -1.6422 -3.63 0.51 2.08 -0.51
C 1.5223 4.3495 -0.1201 -2.79 0.56 -2.20 -0.68
C 0.0863 4.6244 0.3944 0.21 0.01 -2.92 -0.45
C -1.1345 4.9483 -0.5287 3.32 -0.93 -0.94 0.30
C -2.5908 5.1696 0.1093 0.44 1.32 -1.11 -0.80
N -2.7106 4.6646 1.5051 -0.64 -0.56 -1.07 -0.41
C -2.6234 3.1732 1.5782 -1.17 -0.42 0.87 -0.41
C -1.8128 2.7560 2.8998 0.05 0.66 0.09 -0.85
C -0.4183 2.0020 2.6404 -0.13 -0.64 1.79 -0.56
P -0.4679 0.6543 1.3342 -2.34 0.40 -0.76 0.63
F -1.7767 -0.3913 1.5024 3.01 2.56 -0.32 -0.27
P 1.5001 -0.3745 1.3233 3.19 -1.29 0.20 0.30
O 2.5801 0.4133 0.2668 -3.21 -0.43 0.56 -0.41
Cl 1.1283 -2.2844 0.5291 -0.25 1.60 0.10 -0.12
H -2.0572 6.3201 -2.9869 0.33 -0.94 0.17 0.35
H 0.7937 4.8163 -3.6796 -0.43 -0.05 1.64 0.36
H 2.8502 4.1664 -2.0099 -1.93 0.55 0.31 0.36
H 2.3559 4.0886 0.6303 -1.46 0.58 -1.37 0.38
H -0.1310 4.5992 1.5099 0.37 0.17 -1.67 0.76
H -3.4361 4.7971 -0.5892 1.56 0.30 0.84 0.30
H -2.7341 6.3159 0.1605 0.17 -1.73 -0.04 0.41
H -3.6832 4.8948 1.7919 1.13 0.06 -0.14 0.29
H -3.7020 2.7764 1.7193 1.76 0.29 -0.43 0.32
H -2.2170 2.7468 0.6028 -0.38 0.55 1.34 0.29
H -2.4740 2.1849 3.6534 1.18 0.57 -1.43 0.36
H -1.5454 3.7428 3.4408 -0.32 -1.57 -0.93 0.41
H -0.1436 1.4761 3.6357 -0.28 0.60 -1.62 0.51
H 0.4706 2.7145 2.4388 -1.43 -1.29 -0.29 0.37
H -0.5415 1.3404 0.0546 -0.58 -0.53 0.80 0.18
H 2.1340 0.7964 -0.5252 0.64 -0.31 0.26 0.35
C 2.5046 -5.6392 -0.7729 0.15 -0.13 0.00 -0.60
C 1.2278 -5.9793 -1.5239 0.07 -0.12 -0.01 -0.34
O 1.2742 -7.2356 -2.1822 -0.03 0.12 -0.16 -0.43
C 1.4804 -8.3745 -1.3554 -0.04 -0.05 0.10 -0.32
C 0.4010 -8.5639 -0.3035 -0.11 0.10 0.03 -0.99
H 3.3622 -5.6475 -1.4530 -0.12 0.06 0.06 0.30
H 2.4263 -4.6483 -0.3171 0.04 -0.07 -0.06 0.00
H 2.7135 -6.3565 0.0224 -0.05 0.08 0.05 0.25
H 1.0658 -5.2274 -2.3006 -0.02 -0.21 -0.11 0.33
H 0.3569 -5.9306 -0.8617 0.01 -0.01 0.11 0.30
H 2.4744 -8.3335 -0.8977 -0.02 0.01 0.07 0.28
H 1.4833 -9.2437 -2.0185 0.00 0.25 -0.10 0.33
H 0.3574 -7.7249 0.3942 0.06 -0.07 0.05 0.24
H 0.5900 -9.4710 0.2750 -0.01 0.05 -0.06 0.38
H -0.5816 -8.6479 -0.7755 0.09 -0.04 0.02 0.29